--- one ---
Density functional theory data (the ωB97M-V functional and the def2-TZVPD basis) for a 2-piece molecular cluster, C5H14 overall.

Geometry as XYZ:
```
19
C5H14, DFT the ωB97M-V functional and the def2-TZVPD basis
C 0.880 0.077 -2.613
C 1.593 -0.073 -1.285
H 0.732 -0.869 -3.142
H -0.081 0.592 -2.600
H 1.502 0.635 -3.320
H 1.881 0.896 -0.871
H 2.515 -0.640 -1.397
H 0.964 -0.525 -0.530
C -1.081 -0.411 0.969
C -1.122 1.137 0.752
C -0.400 -0.779 2.275
H -0.463 -0.702 0.125
H -2.071 -0.859 1.022
H -2.047 1.506 0.319
H -0.973 1.578 1.716
H 0.527 -0.228 2.444
H -0.160 -1.844 2.293
H -0.260 1.429 0.161
H -1.057 -0.595 3.127
```

Charge: 0
HOMO level: -11.059 eV
Kohn-Sham gap: 12.24 eV
LUMO level: 1.184 eV
Structure (SMILES): CCC.CC

---

--- two ---
Density functional theory data (the ωB97M-V functional and the def2-TZVPD basis) for a 2-piece molecular cluster, C5H14 overall.

Geometry as XYZ:
```
19
C5H14, DFT the ωB97M-V functional and the def2-TZVPD basis
C -0.786 -0.103 2.295
C -2.235 -0.275 2.744
H -0.654 0.099 1.228
H -0.331 0.738 2.812
H -0.167 -0.961 2.545
H -2.292 -0.984 3.577
H -2.898 -0.629 1.954
H -2.668 0.668 3.074
C 1.089 0.188 -1.143
C 2.298 0.129 -2.060
C -0.248 0.127 -1.913
H 1.109 -0.586 -0.382
H 1.105 1.098 -0.547
H 3.244 0.267 -1.544
H 2.225 0.917 -2.820
H -0.938 -0.590 -1.460
H -0.764 1.085 -1.839
H 2.326 -0.828 -2.587
H -0.117 -0.112 -2.961
```

Charge: 0
HOMO level: -11.250 eV
Kohn-Sham gap: 12.37 eV
LUMO level: 1.117 eV
Structure (SMILES): CCC.CC

---

--- three ---
Density functional theory data (the ωB97M-V functional and the def2-TZVPD basis) for a 2-piece molecular cluster, C5H14 overall.

Geometry as XYZ:
```
19
C5H14, DFT the ωB97M-V functional and the def2-TZVPD basis
C 1.355 -1.852 -0.831
C 0.516 -2.845 -0.080
H 2.347 -1.741 -0.364
H 1.439 -2.141 -1.880
H 1.027 -0.806 -0.743
H -0.374 -2.421 0.459
H 0.843 -3.087 0.948
H 0.082 -3.743 -0.496
C -0.701 2.054 0.710
C -1.846 1.389 0.003
C 0.624 1.508 0.243
H -0.668 3.120 0.455
H -0.804 1.857 1.782
H -2.207 1.804 -0.923
H 0.732 1.389 -0.850
H -2.785 1.359 0.585
H -1.661 0.295 -0.092
H 1.599 1.936 0.482
H 0.737 0.469 0.573
```

Charge: 0
HOMO level: -10.685 eV
Kohn-Sham gap: 11.80 eV
LUMO level: 1.120 eV
Structure (SMILES): CCC.CC

---

Most favorable structure: two. The second most favorable one is 0.224 eV above it.